This record from OMol25 describes an isolated molecule of C5H8N2. The level of theory is the ωB97M-V functional and the def2-TZVPD basis.

Results
HOMO-LUMO gap = 8.73 eV
Relative energy (zero: lowest compared OMol25 entry of this formula, charge and spin) = 407.56 kJ/mol
Strongest force on any atom = 0.7 eV/A

CARTESIAN COORDINATES (ANGSTROEM)
C1 -0.271 2.535 -1.405
C2 -0.137 0.380 -0.577
C3 0.780 0.061 0.300
N1 0.502 -0.989 1.187
C4 -0.199 -2.042 0.697
N2 -0.355 -3.001 1.613
C5 -0.759 1.102 -1.459
H1 -0.574 3.046 -2.312
H2 -0.554 3.092 -0.510
H3 0.830 2.478 -1.411
H4 1.802 0.440 0.231
H5 0.932 -0.966 2.107
H6 -0.823 -3.849 1.341
H7 0.005 -2.959 2.564
H8 -1.180 0.671 -2.365